Here is a structure of composition C55H72BN9O2Si2 in a non-equilibrium geometry from OMol25. Energies are from wB97M-V/def2-TZVPD.

XYZ file:
```
141
Properties=species:S:1:pos:R:3:mulliken_charge:R:1
C -2.37 2.61 5.81 -1.006
C -2.40 1.10 6.25 -0.616
C -1.42 0.19 5.43 -0.244
C 0.02 0.82 5.29 -0.661
C 1.08 -0.35 5.26 -0.148
C 2.24 -0.08 4.24 -0.440
C 3.33 -1.20 4.34 -0.769
C 3.32 -2.27 3.19 -0.648
Si 1.62 -2.92 2.66 0.327
C 1.28 -4.73 3.12 -1.023
O 1.58 -2.85 0.93 -0.164
Si 0.65 -1.50 0.39 0.697
B -1.25 -1.98 0.64 0.366
C -2.25 -0.92 1.35 -0.836
O -1.66 -3.28 0.19 -0.564
H -1.79 2.71 4.87 0.276
H -1.92 3.28 6.57 0.246
H -3.40 2.96 5.57 0.328
H -2.16 0.99 7.33 0.337
H -3.44 0.74 6.13 0.375
H -1.33 -0.79 5.94 0.367
H -1.82 0.06 4.40 -0.113
H 0.19 1.40 6.23 0.276
H 0.10 1.50 4.42 0.382
H 1.49 -0.42 6.29 0.164
H 0.55 -1.30 5.07 0.036
H 2.72 0.87 4.58 0.460
H 1.88 0.12 3.21 0.124
H 4.32 -0.68 4.29 0.404
H 3.28 -1.64 5.36 0.235
H 3.89 -1.94 2.29 0.393
H 3.90 -3.15 3.58 0.360
H 0.50 -2.05 3.10 -0.209
H 0.17 -4.86 3.15 0.274
H 1.62 -5.37 2.27 0.366
H 1.67 -5.05 4.10 0.240
H 0.91 -1.34 -1.05 -0.323
H 1.02 -0.23 1.03 -0.234
H -2.91 -0.48 0.57 0.370
H -1.62 -0.12 1.79 0.173
H -2.83 -1.47 2.12 0.273
H -1.56 -3.91 0.91 0.231
N -3.91 -1.25 -2.88 -0.272
C -5.06 -1.57 -3.49 -0.707
C -5.74 -2.76 -3.28 -0.346
C -5.20 -3.67 -2.39 -0.369
C -4.01 -3.37 -1.75 -0.423
C -3.41 -2.15 -2.03 -0.290
H -5.44 -0.82 -4.18 0.568
H -6.67 -2.96 -3.80 0.425
H -5.70 -4.61 -2.20 0.386
H -3.56 -4.05 -1.05 0.400
H -2.48 -1.87 -1.55 0.519
N 1.62 0.17 -3.67 -0.319
C 1.86 1.47 -3.85 -0.312
C 0.87 2.45 -3.88 -0.756
C -0.44 2.05 -3.71 -0.063
C -0.72 0.71 -3.51 -0.772
C 0.34 -0.19 -3.50 -0.499
H 2.90 1.73 -3.99 0.372
H 1.13 3.49 -4.03 0.414
H -1.24 2.78 -3.72 0.663
H -1.74 0.36 -3.38 0.504
H 0.17 -1.25 -3.35 0.706
N -6.41 -1.76 -6.59 -0.343
C -7.21 -1.05 -7.41 -0.203
C -6.74 -0.32 -8.49 -0.427
C -5.38 -0.32 -8.75 -0.145
C -4.54 -1.05 -7.92 -0.658
C -5.10 -1.75 -6.86 -0.122
H -8.26 -1.08 -7.16 0.364
H -7.43 0.23 -9.12 0.349
H -4.98 0.23 -9.59 0.375
H -3.47 -1.07 -8.09 0.367
H -4.49 -2.33 -6.19 0.455
N 5.55 -3.79 -3.69 -0.541
C 6.63 -3.16 -3.21 -0.277
C 6.66 -1.81 -2.90 -0.388
C 5.50 -1.06 -3.10 -0.332
C 4.37 -1.69 -3.60 -0.049
C 4.45 -3.05 -3.87 -0.399
H 7.50 -3.78 -3.07 0.363
H 7.56 -1.35 -2.51 0.367
H 5.49 0.00 -2.87 0.377
H 3.45 -1.14 -3.77 0.453
H 3.59 -3.59 -4.26 0.666
N 2.12 -5.35 -5.22 -0.300
C 2.15 -5.16 -6.55 0.002
C 1.57 -6.02 -7.46 -0.681
C 0.91 -7.15 -6.98 -0.122
C 0.87 -7.36 -5.61 -0.498
C 1.48 -6.44 -4.78 -0.334
H 2.68 -4.27 -6.87 0.368
H 1.62 -5.82 -8.52 0.356
H 0.44 -7.85 -7.67 0.368
H 0.36 -8.23 -5.20 0.360
H 1.47 -6.56 -3.71 0.398
N -2.44 5.09 -4.07 -0.282
C -2.20 6.39 -4.25 -0.403
C -3.18 7.36 -4.28 -0.110
C -4.50 6.97 -4.11 -0.205
C -4.78 5.62 -3.91 -0.660
C -3.72 4.73 -3.90 -0.180
H -1.15 6.65 -4.39 0.357
H -2.93 8.41 -4.43 0.301
H -5.30 7.70 -4.12 0.373
H -5.79 5.28 -3.78 0.353
H -3.89 3.67 -3.75 0.407
N -2.43 10.89 -4.89 -0.398
C -1.36 11.53 -4.41 -0.128
C -1.34 12.88 -4.11 -0.482
C -2.49 13.62 -4.31 -0.132
C -3.62 12.98 -4.81 -0.499
C -3.54 11.63 -5.08 -0.133
H -0.48 10.91 -4.27 0.350
H -0.44 13.34 -3.72 0.341
H -2.51 14.68 -4.08 0.363
H -4.53 13.53 -4.98 0.340
H -4.39 11.09 -5.47 0.358
N 2.33 -4.83 6.63 -0.394
C 1.87 -4.34 7.79 -0.409
C 2.67 -3.99 8.86 -0.476
C 4.04 -4.15 8.73 -0.035
C 4.55 -4.65 7.54 -0.675
C 3.66 -4.97 6.53 -0.102
H 0.79 -4.24 7.85 0.385
H 2.24 -3.60 9.77 0.482
H 4.71 -3.89 9.54 0.396
H 5.61 -4.79 7.40 0.393
H 4.01 -5.36 5.58 0.417
N 5.26 -1.42 10.24 -0.199
C 6.33 -0.77 10.72 -0.253
C 6.34 0.57 11.04 -0.500
C 5.18 1.30 10.85 -0.160
C 4.06 0.66 10.35 -0.711
C 4.15 -0.69 10.07 0.136
H 7.22 -1.38 10.85 0.359
H 7.24 1.04 11.43 0.365
H 5.15 2.36 11.09 0.369
H 3.13 1.20 10.19 0.376
H 3.30 -1.24 9.68 0.220
```

Computed properties:
Molar mass ... 958.23 g/mol
Largest force on an atom ... 2.2 eV/A
Calculated total energy ... -3386.1165 hartree
Gap between HOMO and LUMO ... 9.280 eV